A molecular structure, C26H49AlNO7P2 in a non-equilibrium geometry. Source: the OMol25 dataset; level of theory: the ωB97M-V functional and the def2-TZVPD basis.

Its LUMO energy is 2.63 eV. The calculated total energy comes out at -68750.3526 eV.

Structure (ORCA input):
```
! RIJCOSX wB97M-V def2-TZVPD def2/J DEFGRID3
* xyz -1 1
H -4.378 -0.649 -3.783
H -2.527 -1.710 5.658
H 1.547 -5.973 2.012
C -2.960 3.959 -0.884
C -2.086 -2.600 3.004
H 1.880 0.479 -1.783
H -3.730 -1.858 -5.869
C -1.894 -3.497 4.322
H 3.776 2.190 -4.845
H -1.611 5.713 -1.122
H -0.433 0.421 5.075
H 2.948 -3.005 -1.242
H -0.752 -2.254 5.915
C -1.540 4.695 -0.585
H -2.911 3.423 -1.894
C 0.216 -1.896 -1.008
H -1.829 -2.626 0.797
C 1.347 0.372 -2.784
H 0.082 2.660 5.207
H -1.572 -4.254 1.603
C -0.778 -0.476 -4.159
H 4.343 -1.704 -1.038
H 1.049 -2.131 -1.751
H 2.271 0.836 0.495
C -3.346 -0.177 -3.672
H 2.199 -3.807 2.294
O 0.089 -0.431 0.965
H -0.540 0.036 -6.483
P -0.426 3.724 1.581
H -2.631 -0.443 -6.381
H -3.217 -2.630 2.755
H 0.185 -5.630 1.177
P 2.602 -1.405 0.776
H -2.185 -2.180 -3.709
H 4.274 0.736 -3.738
H -1.038 -4.249 4.272
H -1.605 0.855 3.642
H 1.471 2.863 -0.295
C 3.603 -2.416 -0.517
H -1.904 -2.126 -6.363
H 1.081 2.482 3.678
H 3.645 3.960 1.571
C -1.328 -3.144 1.705
C 0.021 2.375 4.089
C 1.318 -3.986 1.570
H -3.238 0.807 -4.270
H 1.681 -4.168 0.484
H 3.607 2.310 -2.986
H -0.904 4.474 3.889
H -3.037 0.029 -2.588
O 1.252 4.013 1.554
N 0.729 -5.326 2.010
H -3.098 3.122 -0.098
C -2.206 -1.182 -4.271
C 0.714 -1.678 0.511
C 1.322 0.821 -5.388
O 3.042 0.227 0.461
C -2.663 -1.450 -5.811
C 1.827 3.811 0.238
O -0.786 2.437 0.826
H 2.094 0.436 2.970
H -3.814 4.707 -0.785
C 0.234 -2.783 1.636
C -1.812 -2.615 5.688
C -0.523 0.842 4.014
H -1.857 -1.519 3.281
C 2.070 0.941 -4.035
H -2.142 -3.228 6.613
C 3.437 3.701 0.464
H 1.810 1.258 -6.336
O 0.605 -2.158 2.917
C -0.975 3.441 3.394
H 3.831 2.637 0.310
H 4.017 4.389 -0.237
O -0.558 -0.788 -1.547
C 3.535 1.612 -3.883
H -0.658 4.150 -1.074
O -1.345 4.988 0.829
Al 0.669 -0.268 2.765
H -2.057 3.081 3.323
H 1.667 4.716 -0.457
C -0.032 -0.333 -2.789
H 4.248 -3.146 0.106
C -0.073 0.112 -5.434
H -0.482 -2.817 -0.998
H -2.860 -4.127 4.447
*
```

Atomic partial charges in e from the Löwdin method, atoms 1 to 5:
1. H 0.07
2. H 0.07
3. H 0.06
4. C -0.09
5. C -0.20